Formula: C8H20N2
Source: OMol25
Level of theory: wB97M-V/def2-TZVPD

Values from the calculation:
ΔE to the lowest compared entry with this formula, charge and spin   120.6 kJ/mol
HOMO-LUMO gap   0.3380 hartree
E   -11599.6142 eV
Max |F|   1.99 eV Å⁻¹
2S+1   1
Net charge   0

Atoms and positions in Å:
N 1.074955 0.051525 0.966284
N -0.250952 -1.014858 2.867101
C 0.087101 1.718592 -1.888014
C -0.806228 -1.637635 0.617017
C -0.234919 -0.550833 1.510431
C 1.865646 0.677892 2.003313
C -1.050543 0.774601 -2.128884
C -2.298534 1.075038 -1.354153
C -0.959263 -0.257850 -2.953572
C 1.886933 -0.819692 0.143034
H 1.246605 1.384787 2.555664
H 1.325819 -1.128242 -0.734994
H 0.338090 -1.831667 2.997342
H -0.797157 0.402343 1.440904
H -0.897109 -1.298298 -0.409850
H -1.779989 -0.939910 -3.108350
H -0.059761 -0.462647 -3.511440
H 2.305672 -0.038204 2.712789
H 0.006849 -0.302744 3.536773
H 0.461027 1.580671 -0.872121
H -1.793416 -1.901350 0.990974
H -3.045858 0.296342 -1.486330
H -0.177225 -2.525850 0.649732
H 2.758374 -0.255890 -0.194516
H 2.680511 1.238738 1.537511
H -2.724529 2.023082 -1.685094
H -0.246183 2.750888 -1.990301
H 0.901234 1.541412 -2.586630
H 2.252180 -1.717359 0.669123
H -2.069328 1.167117 -0.293744

Forces on atoms 1 to 3 (eV/Å):
-0.36 -0.92 0.18
0.17 -0.20 0.24
0.00 -0.08 -0.08